one:
Entry from the Open Molecules 2025 dataset: a cluster of 2 separate species, C3H11N2O in total (ωB97M-V with the def2-TZVPD basis set).

Net charge ... +1
HOMO energy ... -13.515 eV
Frontier orbital gap ... 9.84 eV

CARTESIAN COORDINATES (ANGSTROEM)
C1 -3.0761 -0.4841 -1.6498
N1 -1.7127 0.1329 -1.5578
H1 -1.1267 -0.1107 -2.3557
H2 -1.8706 1.1476 -1.5998
H3 -1.3317 0.0262 -0.6163
H4 -3.5778 -0.4141 -0.6877
H5 -3.0020 -1.5382 -1.9045
H6 -3.6846 0.0573 -2.3658
C2 2.0262 -0.9620 1.5753
C3 1.2842 0.0969 0.8074
O1 1.2278 0.1018 -0.4171
N2 0.8280 1.1399 1.5438
H7 2.5267 -1.6348 0.8834
H8 1.3331 -1.5007 2.2171
H9 0.4389 1.9537 1.1000
H10 0.8635 1.1951 2.5471
H11 2.7761 -0.5340 2.2289

---

two:
Entry from the Open Molecules 2025 dataset: a cluster of 2 separate species, C3H11N2O in total (ωB97M-V with the def2-TZVPD basis set).

Net charge ... +1
HOMO energy ... -14.611 eV
Frontier orbital gap ... 11.42 eV

CARTESIAN COORDINATES (ANGSTROEM)
C1 1.5985 2.5150 0.5123
C2 1.8312 1.2874 -0.3521
N1 1.1270 0.0870 0.2612
H1 2.0508 3.3656 0.0074
H2 0.5332 2.7316 0.6072
H3 2.0136 2.3778 1.5095
H4 1.3824 1.3785 -1.3363
H5 2.8936 1.0653 -0.3959
H6 1.2807 0.0851 1.2664
H7 1.4986 -0.8037 -0.0677
H8 0.0995 0.1110 0.0685
C3 -1.8844 -1.3493 -0.5222
N2 -1.4899 -2.4379 0.1708
O1 -1.5931 -0.1969 -0.2414
H9 -2.4902 -1.6095 -1.4002
H10 -1.9243 -3.3283 -0.0265
H11 -1.1994 -2.3054 1.1272

---

Most stable: two (next structure +7.8 kcal/mol)

---

one:
Entry from the Open Molecules 2025 dataset: the molecule CH3NOP2 (ωB97M-V with the def2-TZVPD basis set).

Net charge ... 0
HOMO energy ... -9.118 eV
Structure (SMILES) ... [H]/P=N/PC=O
Frontier orbital gap ... 8.51 eV

CARTESIAN COORDINATES (ANGSTROEM)
H1 3.0305 -1.1162 0.5973
P1 1.9021 -0.8383 1.2481
N1 1.0292 -0.4879 0.0377
P2 -1.1048 -0.4687 0.5638
C1 -1.2310 0.4986 -1.0014
O1 -1.5167 1.6291 -0.9824
H2 -1.1705 0.7949 1.3501
H3 -0.9389 -0.0115 -1.8131

---

two:
Entry from the Open Molecules 2025 dataset: the molecule CH3NOP2 (ωB97M-V with the def2-TZVPD basis set).

Net charge ... 0
HOMO energy ... -8.868 eV
Structure (SMILES) ... O=C/P=N/P
Frontier orbital gap ... 7.35 eV

CARTESIAN COORDINATES (ANGSTROEM)
O1 3.0551 0.7340 0.0350
C1 1.9299 0.5702 -0.3053
P1 0.9595 -0.9069 -0.8618
N1 -0.3738 -0.2971 -0.1124
P2 -1.9276 -0.9835 0.3259
H1 1.0583 1.2788 -0.2279
H2 -2.1303 -0.3572 1.5311
H3 -2.5712 -0.0384 -0.3847

---

Most stable: two (next structure +26.1 kcal/mol)

---

one:
Entry from the Open Molecules 2025 dataset: the molecule C3H4OS2 (ωB97M-V with the def2-TZVPD basis set).

Net charge ... 0
HOMO energy ... -8.911 eV
Structure (SMILES) ... S=C1OCCS1
Frontier orbital gap ... 9.01 eV

CARTESIAN COORDINATES (ANGSTROEM)
S1 -3.1938 -0.3997 -0.0403
C1 -1.5613 -0.2458 -0.0208
O1 -0.9034 0.9024 -0.3112
C2 0.4426 0.8005 0.2268
C3 1.0283 -0.5045 -0.2474
S2 -0.3132 -1.6499 -0.0051
H1 0.3591 0.7194 1.3658
H2 0.9296 1.6953 -0.0935
H3 1.4070 -0.5274 -1.2740
H4 1.8050 -0.7903 0.3996

---

two:
Entry from the Open Molecules 2025 dataset: a cluster of 2 separate species, C3H4OS2 in total (ωB97M-V with the def2-TZVPD basis set).

Net charge ... 0
HOMO energy ... -9.600 eV
Frontier orbital gap ... 7.87 eV

CARTESIAN COORDINATES (ANGSTROEM)
C1 1.4698 -1.4834 0.3090
C2 0.6180 -0.8022 -0.1827
C3 -0.0713 0.0474 -1.1563
O1 -0.4436 0.0815 1.8968
S1 -1.3538 2.6273 1.3924
S2 -1.6247 0.7632 1.4812
H1 2.1390 -2.3070 0.5839
H2 0.2436 1.0749 -0.9502
H3 -1.2347 0.2502 -1.1694
H4 0.2576 -0.2518 -2.2048

---

three:
Entry from the Open Molecules 2025 dataset: a structure of composition C3H4OS2 (ωB97M-V with the def2-TZVPD basis set).

Net charge ... 0
HOMO energy ... -9.423 eV
Frontier orbital gap ... 9.87 eV

CARTESIAN COORDINATES (ANGSTROEM)
C1 -0.3075 -0.0817 0.2745
C2 0.6275 -1.1114 -0.2532
C3 0.6181 1.1135 -0.0838
H1 -2.1516 1.3021 0.2801
H2 -0.4055 -0.1778 1.3827
H3 0.3964 -1.5977 -1.1875
H4 0.7950 -1.9101 0.5119
O1 0.4801 2.2781 -0.2526
S1 -2.0939 0.1188 -0.3701
S2 2.0413 0.0662 -0.3018

---

four:
Entry from the Open Molecules 2025 dataset: a cluster of 2 separate species, C3H4OS2 in total (ωB97M-V with the def2-TZVPD basis set).

Net charge ... 0
HOMO energy (alpha / beta) ... -7.691 / -7.676 eV
Structure (SMILES) ... CC=C=S.O=S
Frontier orbital gap (alpha / beta) ... 6.00 / 6.00 eV

CARTESIAN COORDINATES (ANGSTROEM)
C1 1.7698 -0.0375 0.0815
C2 0.3885 0.1076 0.4688
C3 -0.4638 0.8777 -0.1508
S1 -1.4892 1.6378 -0.9195
H1 1.9916 -1.1150 0.3692
H2 2.3637 0.4932 0.7880
H3 2.1311 0.1524 -0.9417
H4 0.1309 -0.5448 1.3765
O1 -3.1108 -0.2612 -0.9747
S2 -3.7118 -1.3102 -0.0972

---

Most stable: three (next structure +1.5 kcal/mol)

---

one:
Entry from the Open Molecules 2025 dataset: a cluster of 26 separate species, C9H68NO26 in total (ωB97M-V with the def2-TZVPD basis set).

Net charge ... -1
HOMO energy ... -4.170 eV
Frontier orbital gap ... 5.08 eV

CARTESIAN COORDINATES (ANGSTROEM)
C1 -22.0439 18.0208 16.1022
C2 -21.7035 16.9100 15.0404
C3 -22.4672 17.2784 13.7441
C4 -21.7844 18.4491 13.0420
C5 -20.3050 18.1848 12.7701
C6 -19.5108 17.6769 13.9656
N1 -20.2919 16.6204 14.7009
O1 -19.5057 16.0814 15.8402
C7 -19.0614 18.8720 14.8503
C8 -18.2788 17.0823 13.2817
C9 -22.4338 15.6043 15.4969
H1 -21.2639 18.0617 16.8622
H2 -22.9132 17.6924 16.6730
H3 -22.2406 19.0401 15.7686
H4 -23.5306 17.4298 13.9378
H5 -22.5562 16.4176 13.0783
H6 -21.8973 19.3513 13.6471
H7 -22.2775 18.7160 12.1056
H8 -19.9079 19.1552 12.4703
H9 -20.2822 17.5313 11.8979
H10 -18.9161 19.7637 14.2371
H11 -18.1373 18.7341 15.4117
H12 -19.8227 19.1330 15.5859
H13 -17.8332 17.7626 12.5541
H14 -18.5147 16.2270 12.6472
H15 -17.5264 16.7701 14.0052
H16 -22.0735 15.0615 16.3705
H17 -22.3765 14.7820 14.7798
H18 -23.5173 15.7272 15.4962
O2 -18.3925 13.7221 14.2594
H19 -18.4236 14.0906 13.3754
H20 -18.8522 14.3675 14.8049
O3 -23.2690 19.5116 19.2078
H21 -22.8958 20.3850 19.3374
H22 -22.5088 18.9391 19.0792
O4 -18.9516 19.6262 9.7613
H23 -18.8397 20.1955 10.5304
H24 -18.1014 19.1937 9.6532
O5 -18.9115 18.0798 18.2010
H25 -18.0054 17.8394 18.4036
H26 -19.0706 17.7073 17.3267
O6 -23.0839 12.1270 15.7344
H27 -22.1476 11.9211 15.6842
H28 -23.3474 11.8357 16.6093
O7 -15.3968 18.1028 13.6739
H29 -15.5328 17.3340 13.1172
H30 -15.4028 18.8464 13.0666
O8 -15.4687 17.2550 16.3010
H31 -15.5837 17.6788 15.4461
H32 -15.6868 17.9354 16.9396
O9 -16.2632 20.2295 12.2357
H33 -15.8431 21.0859 12.1361
H34 -17.1903 20.4319 12.3846
O10 -17.3047 15.4070 17.7010
H35 -18.1065 15.4789 17.1744
H36 -16.6368 15.8756 17.1955
O11 -21.3166 17.2388 19.1907
H37 -20.4949 17.5526 18.8019
H38 -21.0426 16.6602 19.9034
O12 -20.8679 21.8657 14.0273
H39 -21.4509 22.5494 14.3626
H40 -21.4581 21.1944 13.6775
O13 -15.9127 18.6577 10.0769
H41 -14.9951 18.4083 10.1961
H42 -16.0936 19.2729 10.7953
O14 -25.5679 13.6388 15.5642
H43 -25.4782 13.9379 14.6579
H44 -24.7252 13.2237 15.7651
O15 -16.1930 20.5459 15.2977
H45 -16.8549 19.9979 14.8693
H46 -16.3035 20.3687 16.2333
O16 -21.0592 17.8395 9.3372
H47 -21.7239 17.7885 10.0253
H48 -20.5456 18.6230 9.5552
O17 -23.3205 19.4811 9.8165
H49 -23.7014 19.9850 10.5378
H50 -24.0701 19.0523 9.3999
O18 -18.8421 21.3865 11.7575
H51 -19.4743 21.4309 12.4798
H52 -19.0043 22.1806 11.2446
O19 -20.1254 20.4726 18.7757
H53 -19.6784 19.6691 18.4936
H54 -19.7078 21.1683 18.2601
O20 -25.5137 19.1036 17.3352
H55 -24.6089 19.2308 17.6307
H56 -25.4811 19.2490 16.3848
O21 -22.5223 12.2645 12.9770
H57 -22.7869 12.2716 13.8999
H58 -22.2752 13.1720 12.7902
O22 -20.0406 14.3293 18.2702
H59 -20.2719 14.9149 17.5438
H60 -20.0628 14.8890 19.0468
O23 -25.5634 16.0077 17.3567
H61 -25.6109 16.8780 16.9548
H62 -25.1445 15.4570 16.6927
O24 -25.3798 19.8176 14.7847
H63 -24.9579 19.7278 13.9285
H64 -26.2691 20.1174 14.5865
O25 -20.2645 14.5385 10.8607
H65 -20.8885 13.9941 10.3779
H66 -20.7329 15.3603 11.0182
O26 -19.2787 21.9736 16.7180
H67 -19.7669 21.5906 15.9856
H68 -18.6420 22.5588 16.3041

---

two:
Entry from the Open Molecules 2025 dataset: a cluster of 26 separate species, C9H68NO26 in total (ωB97M-V with the def2-TZVPD basis set).

Net charge ... -1
HOMO energy ... -3.647 eV
Frontier orbital gap ... 4.23 eV

CARTESIAN COORDINATES (ANGSTROEM)
C1 -0.5559 -1.1330 -1.8103
C2 0.7537 -1.2165 -1.0167
C3 1.6110 -0.0031 -1.3924
C4 1.1591 1.3096 -0.8331
C5 1.1010 1.1272 0.6693
C6 0.2073 -0.0107 1.1889
N1 0.5854 -1.2513 0.4483
O1 -0.0681 -2.3883 0.9216
C7 -1.2602 0.4322 1.0353
C8 0.5912 -0.1542 2.6793
C9 1.5400 -2.4290 -1.5435
H1 -1.2097 -1.8917 -1.3671
H2 -0.3909 -1.3592 -2.8626
H3 -1.1175 -0.2006 -1.6770
H4 1.8981 -0.0140 -2.4513
H5 2.5887 -0.2363 -0.9455
H6 0.2632 1.6971 -1.3351
H7 1.8813 2.1133 -1.0095
H8 0.7123 2.0641 1.1059
H9 2.1268 1.2038 1.0412
H10 -1.4499 1.1369 0.2192
H11 -1.6414 0.9332 1.9344
H12 -1.9631 -0.3875 0.8652
H13 0.5890 0.8563 3.1005
H14 1.5801 -0.5700 2.8432
H15 -0.1235 -0.7988 3.1867
H16 1.0052 -3.3629 -1.3722
H17 2.5189 -2.5255 -1.0674
H18 1.7783 -2.2643 -2.5961
O2 -0.3836 -5.3891 0.9029
H19 0.4684 -5.7116 0.5927
H20 -0.2802 -4.4140 0.9151
O3 4.2250 -0.1458 3.6940
H21 3.5392 0.5260 3.6086
H22 4.1911 -0.6368 2.8633
O4 2.7214 -2.3735 -5.5519
H23 1.7923 -2.6659 -5.4934
H24 2.6993 -1.3943 -5.5425
O5 2.5816 -2.7484 2.0217
H25 1.9284 -3.3196 1.5993
H26 2.2202 -1.8652 1.8930
O6 -0.4821 -1.6224 6.0815
H27 -0.8986 -1.2744 6.8783
H28 0.0304 -2.3806 6.3890
O7 -0.5900 -5.4209 -3.5671
H29 -0.5345 -4.4597 -3.6275
H30 -1.3694 -5.5831 -3.0180
O8 5.2767 2.2710 -1.7019
H31 4.5133 2.4045 -2.2907
H32 5.3534 1.3158 -1.6134
O9 -3.6432 -2.0890 3.2181
H33 -3.8048 -2.7470 3.8994
H34 -3.0800 -1.4146 3.6482
O10 -0.6023 -3.3440 3.7198
H35 -0.2290 -3.0678 2.8583
H36 -0.6241 -2.5329 4.2307
O11 1.3358 4.8893 2.4569
H37 1.0183 5.7741 2.2539
H38 0.5136 4.3651 2.6406
O12 -2.4663 -0.2235 4.7019
H39 -1.5266 -0.2634 4.9363
H40 -2.6451 0.7156 4.5701
O13 -0.8820 3.7880 3.4378
H41 -1.1831 3.2922 4.2048
H42 -1.5771 3.6497 2.7775
O14 -0.0173 -2.8738 -5.3779
H43 -0.2108 -1.9266 -5.2982
H44 -0.6551 -3.2071 -6.0190
O15 -3.9495 3.4480 2.8671
H45 -3.9286 2.4668 2.8541
H46 -3.9028 3.6947 1.9393
O16 -0.2128 0.3707 -5.1719
H47 -0.5970 0.7065 -4.3480
H48 -0.8723 0.5647 -5.8505
O17 -2.3441 -4.8999 -1.0256
H49 -2.4586 -4.0147 -0.6343
H50 -1.8301 -5.3821 -0.3578
O18 3.1638 2.6240 -3.5770
H51 3.4411 3.1624 -4.3280
H52 2.2407 2.8901 -3.4051
O19 -2.1121 2.2701 -3.3286
H53 -2.6150 3.0772 -3.4918
H54 -2.7601 1.6480 -2.9785
O20 0.5973 3.6579 -2.9825
H55 0.0377 2.8680 -2.9068
H56 0.0144 4.3335 -3.3474
O21 -4.8015 0.8551 2.8397
H57 -5.3963 0.6324 2.1160
H58 -4.1487 0.1385 2.8409
O22 1.8231 4.8562 -0.7190
H59 1.3405 4.5751 0.0695
H60 1.3354 4.4749 -1.4683
O23 -4.0417 2.7720 -0.0249
H61 -3.2201 3.2738 0.0411
H62 -3.8205 2.0318 -0.5987
O24 2.5377 0.4595 -5.6764
H63 1.5846 0.3725 -5.4764
H64 2.8526 1.1025 -5.0280
O25 -3.3613 -2.6852 0.3673
H65 -2.5806 -2.1768 0.1005
H66 -3.5157 -2.4051 1.2858
O26 3.6648 3.1542 2.9478
H67 3.6119 3.0090 3.8979
H68 2.7903 3.5004 2.7074

---

Most stable: two (next structure +8.9 kcal/mol)

---

one:
Entry from the Open Molecules 2025 dataset: a cluster of 2 separate species, C3H12N2 in total (ωB97M-V with the def2-TZVPD basis set).

Net charge ... 0
HOMO energy ... -8.840 eV
Structure (SMILES) ... CCN.CN
Frontier orbital gap ... 9.91 eV

CARTESIAN COORDINATES (ANGSTROEM)
C1 -0.7086 1.1898 0.9488
C2 0.5818 0.8874 1.7947
N1 0.5280 -0.4380 2.4072
H1 -0.4465 0.9751 -0.0530
H2 -0.7584 2.2970 1.0019
H3 -1.5330 0.5020 1.3170
H4 0.6506 1.7098 2.5910
H5 1.4045 0.7755 1.0516
H6 -0.3129 -0.5960 2.8875
H7 1.2907 -0.6816 3.0850
C3 0.0932 -0.5893 -2.8149
N2 -0.2238 -1.6465 -1.8172
H8 0.5126 -0.9808 -3.7439
H9 -0.6508 0.1608 -3.1842
H10 0.8346 0.0942 -2.4578
H11 -0.9786 -2.3216 -2.1794
H12 -0.2834 -1.3377 -0.8341

---

two:
Entry from the Open Molecules 2025 dataset: a cluster of 2 separate species, C3H12N2 in total (ωB97M-V with the def2-TZVPD basis set).

Net charge ... 0
HOMO energy ... -8.883 eV
Structure (SMILES) ... CCN.CN
Frontier orbital gap ... 9.78 eV

CARTESIAN COORDINATES (ANGSTROEM)
C1 2.6494 -0.6141 1.7004
C2 2.2106 0.7709 1.2240
N1 1.3354 0.5986 -0.0051
H1 2.0384 -1.2758 1.0890
H2 3.7864 -0.8092 1.6807
H3 2.3407 -0.7278 2.7875
H4 1.4428 1.3238 1.7910
H5 2.9751 1.5673 1.1063
H6 0.4418 0.9301 0.3291
H7 1.6935 1.3663 -0.5028
C3 -2.6547 -0.4238 -1.9709
N2 -3.7329 -0.3112 -1.1124
H8 -1.9563 0.3903 -2.0766
H9 -2.9366 -0.6201 -3.1439
H10 -1.8404 -1.2832 -1.8084
H11 -4.2044 -1.1296 -0.7972
H12 -3.5888 0.2474 -0.2908

---

Most stable: one (next structure +14.9 kcal/mol)

---

one:
Entry from the Open Molecules 2025 dataset: a cluster of 2 separate species, C2H3ClN2 in total (ωB97M-V with the def2-TZVPD basis set).

Net charge ... 0
HOMO energy ... -10.240 eV
Structure (SMILES) ... C=NCl.C#N
Frontier orbital gap ... 11.09 eV

CARTESIAN COORDINATES (ANGSTROEM)
C1 -0.8465 -0.8096 -0.3542
N1 -1.4757 0.2141 0.0174
Cl1 -3.2096 -0.0266 0.2973
H1 0.1924 -0.8561 -0.3589
H2 -1.1402 -1.8265 -0.6484
C2 2.1372 1.1115 0.3916
N2 2.0333 0.2228 -0.3333
H3 2.3092 1.9704 0.9885

---

two:
Entry from the Open Molecules 2025 dataset: a cluster of 2 separate species, C2H3ClN2 in total (ωB97M-V with the def2-TZVPD basis set).

Net charge ... 0
HOMO energy (alpha / beta) ... -8.334 / -7.980 eV
Frontier orbital gap (alpha / beta) ... 7.49 / 7.29 eV

CARTESIAN COORDINATES (ANGSTROEM)
C1 -0.5587 -0.8033 -0.3111
C2 1.4509 -0.8902 0.7539
N1 -1.6819 1.2716 -0.2874
N2 -1.0977 0.2282 -0.5674
Cl1 2.2637 0.5128 0.0890
H1 -0.6507 -1.6771 -0.8958
H2 1.6136 -0.8104 1.8750
H3 -1.3393 2.1686 -0.6561

---

Most stable: one (next structure +101.2 kcal/mol)

---

one:
Entry from the Open Molecules 2025 dataset: the molecule C2H3ClN2 (ωB97M-V with the def2-TZVPD basis set).

Net charge ... 0
HOMO energy ... -10.111 eV
Structure (SMILES) ... CN(Cl)C#N
Frontier orbital gap ... 8.02 eV

CARTESIAN COORDINATES (ANGSTROEM)
C1 0.1615 0.6594 -0.6205
N1 -0.0525 -0.0118 0.5553
Cl1 1.5085 0.2076 1.8072
C2 -0.6708 -1.1283 0.5756
N2 -1.3708 -2.0371 0.6411
H1 -0.7810 0.4165 -1.3474
H2 0.1508 1.6516 -0.4579
H3 1.0542 0.2420 -1.1534

---

two:
Entry from the Open Molecules 2025 dataset: a cluster of 2 separate species, C2H3ClN2 in total (ωB97M-V with the def2-TZVPD basis set).

Net charge ... 0
HOMO energy ... -11.342 eV
Structure (SMILES) ... [H]/N=C\C#N.Cl
Frontier orbital gap ... 11.05 eV

CARTESIAN COORDINATES (ANGSTROEM)
H1 -1.7101 -1.4000 -0.9163
N1 -1.0089 -1.5220 -0.2954
C1 -0.5797 -0.4577 0.2319
C2 -1.2310 0.7717 0.2101
N2 -1.9466 1.6749 0.0554
H2 0.0335 -0.6423 1.0814
Cl1 2.8047 1.1583 0.1110
H3 3.6382 0.4172 -0.4782

---

Most stable: two (next structure +36.7 kcal/mol)